This record from the Open Molecules 2025 dataset describes a cluster of 17 separate species, C43H105N5O30S9 in total at a distorted geometry. The level of theory is the ωB97M-V functional and the def2-TZVPD basis.

Summary:
HOMO (eV): -9.77
Molecular weight (g/mol): 1460.921
LUMO level (eV): -0.12
Spin multiplicity: 1

Element x y z (Å)
C -4.640 3.536 -0.677
C -4.210 2.321 0.144
O -5.213 2.148 1.159
H -3.892 3.625 -1.474
H -4.570 4.454 -0.095
H -5.634 3.424 -1.107
H -3.216 2.551 0.528
H -4.239 1.437 -0.500
H -4.769 1.741 1.916
C 1.957 0.538 -5.009
C 3.483 0.575 -4.842
O 3.844 1.515 -3.836
H 1.652 -0.377 -5.518
H 1.602 1.433 -5.525
H 1.448 0.597 -4.043
H 3.963 0.807 -5.789
H 3.780 -0.426 -4.518
H 3.378 1.250 -3.029
C -5.425 -1.452 0.497
C -6.307 -0.824 -0.567
O -7.198 0.094 0.053
H -4.908 -2.310 0.050
H -5.980 -1.813 1.360
H -4.672 -0.727 0.807
H -6.882 -1.560 -1.136
H -5.723 -0.368 -1.375
H -6.754 0.940 0.195
C -0.864 -1.677 -4.214
C -0.287 -2.205 -5.473
N 0.092 -2.630 -6.470
H -1.609 -0.917 -4.420
H -0.034 -1.274 -3.638
H -1.279 -2.588 -3.796
C 4.181 -3.639 -2.795
C 3.721 -2.299 -2.416
N 3.318 -1.266 -2.122
H 5.059 -3.615 -3.437
H 3.366 -4.151 -3.298
H 4.467 -4.161 -1.882
C 5.282 2.653 3.771
C 6.532 2.945 3.092
N 7.550 3.154 2.609
H 4.400 2.834 3.156
H 5.177 3.242 4.682
H 5.262 1.592 4.016
C 2.848 4.093 -2.401
C 2.813 5.215 -1.456
N 2.792 6.097 -0.723
H 3.474 3.257 -2.121
H 3.177 4.438 -3.380
H 1.815 3.749 -2.467
C 5.614 0.670 -0.879
C 5.162 1.903 -0.221
N 4.804 2.873 0.278
H 6.697 0.606 -0.807
H 5.322 0.718 -1.928
H 5.112 -0.158 -0.388
O -0.266 -0.448 3.392
S -1.660 -0.061 3.403
O -2.140 1.054 2.621
O -2.518 -1.330 2.872
C -2.174 -2.620 3.393
C -3.476 -3.388 3.647
C -2.374 0.081 5.065
H -1.581 -2.559 4.308
H -1.551 -3.190 2.702
H -3.966 -3.099 4.573
H -3.286 -4.460 3.639
H -4.111 -3.140 2.794
H -3.442 -0.018 4.876
H -2.125 1.039 5.506
H -2.061 -0.796 5.626
O -3.037 6.224 0.017
S -1.601 6.299 -0.024
O -0.914 7.426 -0.589
O -1.115 6.084 1.502
C 0.250 6.367 1.863
C 0.749 5.263 2.760
C -0.957 4.761 -0.759
H 0.293 7.357 2.322
H 0.866 6.476 0.966
H 0.246 4.335 2.472
H 0.391 5.376 3.786
H 1.823 5.104 2.701
H -1.042 3.939 -0.053
H 0.107 4.977 -0.868
H -1.438 4.544 -1.706
O 0.676 -3.902 -3.279
S 0.584 -5.316 -2.987
O 1.744 -6.051 -2.564
O -0.542 -5.575 -1.870
C -1.800 -4.888 -1.997
C -1.879 -3.811 -0.916
C -0.094 -6.166 -4.451
H -2.570 -5.654 -1.911
H -1.982 -4.382 -2.951
H -2.002 -4.347 0.030
H -2.765 -3.186 -1.007
H -0.946 -3.255 -0.985
H -0.662 -5.417 -5.002
H -0.635 -7.050 -4.136
H 0.794 -6.358 -5.051
O 4.803 -2.337 1.785
S 4.983 -1.189 2.623
O 5.437 0.057 2.041
O 3.601 -0.816 3.388
C 2.768 -1.900 3.856
C 2.562 -1.749 5.353
C 5.969 -1.654 4.064
H 3.205 -2.876 3.656
H 1.779 -1.890 3.400
H 1.825 -0.986 5.606
H 3.474 -1.485 5.898
H 2.269 -2.696 5.814
H 6.924 -2.014 3.684
H 5.486 -2.486 4.571
H 6.108 -0.798 4.718
O -1.309 1.827 -3.318
S -1.764 2.988 -4.039
O -3.099 3.004 -4.574
O -1.586 4.246 -3.059
C -2.380 5.435 -3.192
C -2.254 6.126 -4.550
C -0.566 3.281 -5.343
H -1.998 6.095 -2.417
H -3.433 5.173 -3.085
H -1.214 6.205 -4.869
H -2.685 7.126 -4.503
H -2.834 5.600 -5.310
H 0.343 3.528 -4.794
H -0.837 4.169 -5.907
H -0.493 2.350 -5.894
O 2.170 -5.695 4.248
S 1.257 -5.510 3.151
O -0.135 -5.243 3.447
O 1.851 -4.317 2.249
C 1.076 -3.862 1.140
C 2.016 -3.618 -0.034
C 1.369 -6.873 1.997
H 0.550 -2.943 1.409
H 0.339 -4.597 0.811
H 2.979 -3.306 0.376
H 1.539 -2.937 -0.734
H 2.299 -4.536 -0.555
H 2.355 -6.818 1.544
H 0.599 -6.751 1.237
H 1.147 -7.793 2.532
O -3.465 -3.230 -4.976
S -4.470 -2.548 -4.195
O -4.196 -2.088 -2.868
O -5.025 -1.323 -5.058
C -4.156 -0.199 -5.233
C -3.313 -0.366 -6.496
C -6.052 -3.447 -4.170
H -3.474 -0.095 -4.386
H -4.752 0.705 -5.308
H -2.511 0.364 -6.612
H -3.939 -0.384 -7.390
H -2.809 -1.335 -6.535
H -6.755 -2.770 -3.694
H -5.969 -4.408 -3.666
H -6.361 -3.715 -5.180
O 1.970 1.360 -1.379
S 1.335 1.551 -0.097
O 1.189 2.835 0.533
O -0.132 0.881 -0.138
C -0.419 -0.083 -1.171
C -1.857 -0.515 -0.996
C 2.075 0.341 1.007
H 0.286 -0.918 -1.081
H -0.231 0.398 -2.131
H -2.202 -1.099 -1.848
H -2.438 0.406 -0.944
H -1.994 -1.107 -0.092
H 2.542 -0.488 0.482
H 1.346 0.024 1.752
H 2.814 0.895 1.589
O 0.263 0.739 6.473
S 0.809 2.046 6.178
O -0.039 3.044 5.576
O 1.514 2.568 7.553
C 2.245 1.605 8.305
C 1.528 1.163 9.574
C 2.225 1.776 5.107
H 3.255 1.921 8.556
H 2.360 0.685 7.724
H 0.545 0.733 9.405
H 1.474 1.996 10.281
H 2.147 0.458 10.134
H 3.063 1.354 5.659
H 2.559 2.756 4.766
H 1.871 1.144 4.296



This record from the Open Molecules 2025 dataset describes a structure of composition C43H106N7O17Sr at a distorted geometry. The level of theory is the ωB97M-V functional and the def2-TZVPD basis.

Summary:
Total charge: +1
HOMO (eV): -9.95
Relative energy (zero: lowest compared OMol25 entry of this formula, charge and spin) (eV): 0.000
Molecular weight (g/mol): 1080.973
LUMO level (eV): -2.93
Spin multiplicity: 1

Element x y z (Å)
Sr 37.975 29.900 3.160
O 39.834 29.636 -0.925
C 39.292 29.829 0.309
O 39.156 28.859 1.093
O 38.948 30.994 0.639
H 40.031 30.545 -1.189
C 46.925 27.796 3.036
O 46.497 28.407 1.845
C 46.250 27.480 0.811
C 44.869 26.853 0.903
N 43.841 27.884 0.895
C 42.470 27.428 0.815
C 41.879 26.625 1.957
O 42.388 25.295 1.941
C 41.473 24.320 2.330
H 47.939 27.398 2.970
H 46.220 27.027 3.372
H 46.891 28.564 3.813
H 46.980 26.656 0.792
H 46.378 27.979 -0.152
H 44.831 26.192 1.783
H 44.764 26.167 0.056
H 43.995 28.461 1.714
H 42.246 26.942 -0.134
H 41.870 28.350 0.760
H 40.789 26.619 1.793
H 42.026 27.068 2.953
H 40.935 24.560 3.258
H 41.996 23.375 2.477
H 40.713 24.130 1.556
C 40.186 26.480 -2.370
O 39.638 25.189 -2.459
C 39.479 24.572 -1.203
C 38.177 24.979 -0.507
N 37.068 24.410 -1.253
C 35.795 24.972 -0.838
C 34.643 24.248 -1.488
O 33.447 24.675 -0.864
C 32.323 23.937 -1.251
H 39.545 27.196 -1.846
H 40.308 26.839 -3.392
H 41.174 26.476 -1.902
H 40.326 24.808 -0.543
H 39.485 23.489 -1.342
H 38.173 26.083 -0.469
H 38.220 24.603 0.520
H 37.230 24.611 -2.235
H 35.725 26.049 -1.066
H 35.667 24.845 0.241
H 34.774 23.168 -1.351
H 34.586 24.479 -2.562
H 31.533 24.147 -0.534
H 32.499 22.853 -1.265
H 31.994 24.202 -2.265
C 31.932 29.320 -6.286
O 33.176 28.736 -5.989
C 33.651 29.123 -4.734
C 35.100 28.674 -4.615
N 35.663 29.148 -3.349
C 37.025 28.663 -3.110
C 38.061 29.190 -4.077
O 38.030 30.605 -3.989
C 38.972 31.202 -4.846
H 32.039 30.392 -6.488
H 31.197 29.173 -5.484
H 31.520 28.835 -7.170
H 33.065 28.684 -3.921
H 33.669 30.222 -4.686
H 35.640 29.056 -5.491
H 35.185 27.585 -4.649
H 35.764 30.158 -3.423
H 37.048 27.569 -3.144
H 37.298 28.979 -2.102
H 37.838 28.862 -5.100
H 39.069 28.828 -3.842
H 38.949 32.284 -4.708
H 38.813 30.983 -5.907
H 39.995 30.893 -4.582
C 35.703 31.297 0.797
O 36.045 30.119 1.533
C 35.149 29.026 1.332
C 35.970 27.769 1.473
N 36.610 27.625 2.808
C 37.616 26.529 2.802
C 38.364 26.467 4.113
O 39.113 27.642 4.414
C 39.692 27.604 5.703
H 35.559 31.023 -0.253
H 36.561 31.962 0.806
H 34.791 31.740 1.200
H 34.758 29.073 0.310
H 34.265 29.088 1.981
H 36.690 27.805 0.654
H 35.356 26.878 1.294
H 35.832 27.283 3.367
H 38.283 26.627 1.947
H 37.073 25.581 2.717
H 39.053 25.616 4.130
H 37.623 26.289 4.910
H 40.101 28.581 5.940
H 40.455 26.821 5.754
H 38.937 27.341 6.456
C 51.414 27.757 -4.513
O 50.187 28.419 -4.653
C 49.100 27.646 -4.193
C 47.820 28.389 -4.468
N 47.574 29.389 -3.421
C 46.266 30.041 -3.512
C 45.129 29.081 -3.269
O 43.931 29.806 -3.244
C 42.840 28.988 -2.892
H 51.534 27.332 -3.507
H 52.222 28.468 -4.670
H 51.506 26.936 -5.237
H 49.212 27.404 -3.128
H 49.123 26.674 -4.716
H 47.023 27.645 -4.441
H 47.889 28.788 -5.489
H 48.259 30.122 -3.572
H 46.085 30.554 -4.467
H 46.225 30.776 -2.705
H 45.283 28.510 -2.342
H 45.099 28.347 -4.092
H 41.940 29.597 -2.915
H 42.986 28.578 -1.884
H 42.734 28.152 -3.598
C 44.875 31.206 4.258
O 43.611 30.566 4.205
C 42.559 31.471 4.006
C 41.347 30.665 3.545
N 40.035 31.196 3.907
C 39.833 32.558 3.399
C 38.501 33.169 3.807
O 37.438 32.314 3.407
C 36.148 32.737 3.857
H 44.920 31.937 5.072
H 45.125 31.688 3.309
H 45.613 30.428 4.443
H 42.836 32.206 3.240
H 42.298 31.990 4.944
H 41.433 29.657 3.966
H 41.376 30.494 2.466
H 39.874 31.132 4.912
H 39.889 32.612 2.311
H 40.548 33.287 3.804
H 38.362 34.168 3.389
H 38.485 33.283 4.903
H 35.423 32.019 3.466
H 35.905 33.714 3.445
H 36.093 32.650 4.944
C 44.967 38.818 -5.958
O 44.797 38.556 -4.583
C 43.518 38.022 -4.279
C 43.668 37.292 -2.958
N 42.404 36.769 -2.471
C 41.717 35.846 -3.340
C 40.518 35.282 -2.613
O 40.982 34.487 -1.537
C 39.949 33.874 -0.849
H 45.872 39.406 -6.102
H 44.158 39.470 -6.322
H 45.011 37.894 -6.540
H 43.168 37.352 -5.069
H 42.831 38.870 -4.163
H 44.089 37.999 -2.247
H 44.393 36.478 -3.119
H 42.526 36.396 -1.541
H 42.359 35.013 -3.680
H 41.349 36.365 -4.227
H 39.856 34.692 -3.257
H 39.963 36.154 -2.237
H 39.066 34.505 -0.659
H 40.279 33.541 0.135
H 39.555 33.003 -1.394



Record-wise orbital gap values, in eV: 9.6; 7.0